Density functional theory data (ωB97M-V/def2-TZVPD) for an isolated molecule of C25H26N2O7.

Output
M = 466.5 g/mol
Net charge = 0

Structure (XYZ):
```
60
C25H26N2O7, DFT ωB97M-V/def2-TZVPD
C -2.3606 2.5845 5.6273
C -1.0823 2.1256 4.9423
O -0.5464 3.1427 4.0871
C -1.1123 3.2831 2.8961
O -2.0381 2.6403 2.4781
C -0.4140 4.3822 2.0827
O -0.9348 5.4464 1.8289
N 0.8248 4.0127 1.6980
C 1.5021 4.7150 0.6264
C 1.3737 3.9026 -0.6269
C 1.4401 4.1606 -1.9742
C 1.1637 2.9407 -2.6180
C 0.9431 2.0107 -1.6156
C 0.5809 0.6395 -1.6725
C 0.3959 -0.2045 -0.6257
C 0.5291 -0.0175 0.8577
O 0.8861 0.9868 1.4497
C 0.1548 -1.3074 1.4123
C 0.1863 -1.6869 2.8170
O -0.1246 -2.7787 3.2487
O 0.6332 -0.7006 3.6110
C 0.7514 -1.0260 4.9835
C -0.1675 -2.1558 0.3731
C -0.5888 -3.5723 0.4474
N -0.0169 -1.5233 -0.8177
C -0.2404 -2.1174 -2.0818
C -1.5121 -2.5338 -2.4472
C -1.7034 -3.1186 -3.6852
C -0.6523 -3.2921 -4.5750
C -0.8892 -3.9258 -5.9098
C 0.6295 -2.8669 -4.2073
C 1.7875 -3.0372 -5.1403
C 0.8206 -2.2869 -2.9627
O 1.0852 2.6164 -0.4247
H -3.1347 2.7664 4.8863
H -2.7033 1.8152 6.3139
H -2.1810 3.5026 6.1818
H -1.2664 1.2315 4.3391
H -0.2920 1.9314 5.6694
H 1.0840 3.0373 1.8161
H 1.0251 5.6918 0.5076
H 2.5565 4.8600 0.8890
H 1.6527 5.1020 -2.4375
H 1.1218 2.7631 -3.6734
H 0.4206 0.2573 -2.6730
H 1.2809 -0.1983 5.4483
H -0.2360 -1.1515 5.4350
H 1.3100 -1.9572 5.1062
H -0.2483 -3.9962 1.3885
H -0.1994 -4.1386 -0.3969
H -1.6765 -3.6399 0.4331
H -2.3411 -2.3919 -1.7716
H -2.6942 -3.4431 -3.9676
H -0.2859 -4.8263 -6.0191
H -1.9355 -4.1934 -6.0295
H -0.6115 -3.2439 -6.7128
H 1.6066 -2.5080 -6.0752
H 2.7018 -2.6535 -4.6958
H 1.9334 -4.0896 -5.3810
H 1.8080 -1.9653 -2.6634
```

These are the Mulliken partial charges, in e, on atoms 1 to 6: number 1, C, carries -1.293; number 2, C, carries 0.156; number 3, O, carries -0.347; number 4, C, carries 0.686; number 5, O, carries -0.580; number 6, C, carries 0.497

Density functional theory data (ωB97M-V/def2-TZVPD) for a cluster of 2 separate species, C3H6O2S in total.

Output
M = 106.1 g/mol
Net charge = 0

Structure (XYZ):
```
12
C3H6O2S, DFT ωB97M-V/def2-TZVPD
C 1.1018 1.3600 -1.6648
C 0.0688 -0.3064 0.0744
C -0.9330 -0.5081 1.2520
H 2.0340 1.4883 -0.9798
H 1.2353 0.5298 -2.3637
H 1.0449 2.3425 -2.2277
H -0.5413 0.4200 1.9716
H -1.9282 -0.4971 0.9151
H 0.5306 -1.8110 2.2719
O 0.9705 -1.0328 -0.0874
O -0.9318 -1.9157 1.6701
S -0.2569 1.1152 -0.6387
```

These are the Mulliken partial charges, in e, on atoms 1 to 6: number 1, C, carries -0.753; number 2, C, carries 0.688; number 3, C, carries -0.602; number 4, H, carries 0.242; number 5, H, carries 0.270; number 6, H, carries 0.310

Density functional theory data (ωB97M-V/def2-TZVPD) for a cluster of 3 separate species, C3H10NO2 in total.

Output
M = 92.1 g/mol
Net charge = +1

Structure (XYZ):
```
16
C3H10NO2, DFT ωB97M-V/def2-TZVPD
C -2.9185 -0.4759 0.5807
C -2.6626 -1.2062 1.6670
C -0.7234 -0.0319 0.1424
N -1.9586 -0.0400 -0.2835
H -4.0617 -0.1891 0.4810
H -1.7940 -1.8751 1.8603
H -3.5216 -1.2162 2.3388
H -0.3190 0.9567 0.4435
H -0.3852 -0.9521 0.6630
H -2.2573 0.4131 -1.1158
H 5.0542 1.3156 -4.2829
H 4.6743 2.8057 -3.8343
O 5.3448 2.3138 -4.3474
H 2.0794 -1.1634 1.4021
H 1.9138 -0.1586 2.5301
O 1.5354 -0.4965 1.7550
```

These are the Mulliken partial charges, in e, on atoms 1 to 6: number 1, C, carries 0.235; number 2, C, carries -0.738; number 3, C, carries -0.200; number 4, N, carries 0.015; number 5, H, carries 0.275; number 6, H, carries 0.255

Density functional theory data (ωB97M-V/def2-TZVPD) for a cluster of 2 separate species, C4H11ClNOP in total.

Output
M = 155.6 g/mol
Net charge = 0

Structure (XYZ):
```
19
C4H11ClNOP, DFT ωB97M-V/def2-TZVPD
C 0.7559 -0.7167 -1.1770
N -0.3601 -0.9424 -0.2193
C -1.5292 -1.6371 -0.8179
P 0.1291 -0.9301 1.3636
O -1.2504 -0.3727 2.0624
Cl 0.0333 -2.8822 2.0826
H 1.4819 -0.0519 -0.8063
H 1.1435 -1.6964 -1.5744
H 0.2029 -0.1734 -1.9770
H -1.2811 -2.4811 -1.4775
H -2.1171 -1.8094 0.0090
H -1.8811 -0.8135 -1.4886
H -1.1131 0.2606 2.7467
C -0.5972 3.1245 0.8336
C 0.5696 2.4483 0.7360
H -1.3089 2.9686 0.0436
H -0.7660 3.9051 1.5971
H 1.2879 2.6000 1.4829
H 0.6614 1.5664 0.2619
```

These are the Mulliken partial charges, in e, on atoms 1 to 6: number 1, C, carries -0.955; number 2, N, carries 0.169; number 3, C, carries -0.915; number 4, P, carries 0.212; number 5, O, carries -0.463; number 6, Cl, carries -0.309

Density functional theory data (ωB97M-V/def2-TZVPD) for an isolated molecule of C4H5NO.

Output
M = 83.1 g/mol
Net charge = 0

Structure (XYZ):
```
11
C4H5NO, DFT ωB97M-V/def2-TZVPD
N -2.7419 -0.0196 0.9477
C -1.6089 0.2118 0.9676
C -0.1716 0.5009 0.9564
C 0.5933 -0.4462 0.0470
C 0.5260 -0.3045 -1.4053
O 1.6598 0.1426 -0.6714
H 0.2126 0.4486 1.9807
H -0.0163 1.5248 0.6007
H 0.8125 -1.4299 0.4635
H 0.6924 -1.1768 -2.0354
H -0.0945 0.4799 -1.8388
```

These are the Mulliken partial charges, in e, on atoms 1 to 6: number 1, N, carries -0.392; number 2, C, carries 0.279; number 3, C, carries -0.564; number 4, C, carries 0.074; number 5, C, carries -0.377; number 6, O, carries -0.421

Density functional theory data (ωB97M-V/def2-TZVPD) for an isolated molecule of C25H36O5.

Output
M = 416.6 g/mol
Net charge = 0

Structure (XYZ):
```
66
C25H36O5, DFT ωB97M-V/def2-TZVPD
C 3.6332 1.8384 -5.3182
C 4.1476 2.3925 -4.0122
O 5.2947 2.7472 -3.8887
C 3.1675 2.5197 -2.8580
C 1.7644 2.9634 -3.2883
C 0.8843 1.7076 -3.3332
C 1.6761 0.5659 -2.6694
C 0.9090 -0.2012 -1.5876
C -0.2751 -0.9795 -2.1515
C -1.0478 -1.6116 -1.0384
C -0.9470 -1.2753 0.2408
C -1.7205 -2.0263 1.2888
C -2.5547 -1.0638 2.1325
O -3.3549 -1.7583 3.1057
C -2.7904 -2.4496 4.0892
O -1.6084 -2.6102 4.2507
C -3.8529 -3.0433 4.9981
C -4.9037 -2.0057 5.4001
C -5.6590 -1.4701 4.2046
O -5.8362 -0.3084 3.9610
O -6.1749 -2.4517 3.4553
C -1.6615 -0.0029 2.7627
C -0.9231 0.7548 1.6649
C -0.0683 -0.1461 0.7470
C 1.1072 -0.7362 1.5369
C 0.4016 0.7056 -0.4615
C 1.4404 1.7926 -0.1338
C 2.8474 1.4085 -0.5809
C 2.9789 1.1739 -2.0984
C 4.1693 0.2351 -2.3162
H 3.2190 2.6587 -5.9027
H 4.4614 1.4165 -5.8831
H 2.8584 1.0958 -5.1685
H 3.6159 3.2537 -2.1826
H 1.7837 3.4762 -4.2489
H 1.3742 3.6744 -2.5602
H 0.6341 1.4471 -4.3621
H -0.0549 1.8895 -2.8152
H 1.9486 -0.1665 -3.4374
H 1.6037 -0.9328 -1.1659
H 0.0715 -1.7556 -2.8395
H -0.9330 -0.3164 -2.7227
H -1.7162 -2.4120 -1.3294
H -2.3756 -2.7625 0.8181
H -1.0330 -2.5596 1.9483
H -3.3092 -0.5796 1.5006
H -4.3375 -3.8593 4.4582
H -3.3567 -3.4477 5.8803
H -5.6307 -2.4741 6.0671
H -4.4423 -1.1644 5.9180
H -6.6437 -2.0785 2.6933
H -0.9578 -0.4775 3.4456
H -2.2785 0.6907 3.3389
H -0.2880 1.5107 2.1282
H -1.6624 1.2750 1.0500
H 0.7516 -1.3169 2.3821
H 1.7511 0.0505 1.9201
H 1.6981 -1.3986 0.9093
H -0.5033 1.2032 -0.8271
H 1.4583 1.9965 0.9369
H 1.1532 2.7230 -0.6217
H 3.5500 2.1857 -0.2737
H 3.1396 0.4956 -0.0611
H 4.3176 0.0081 -3.3691
H 5.0816 0.6900 -1.9367
H 4.0079 -0.7038 -1.7894
```

These are the Mulliken partial charges, in e, on atoms 1 to 6: number 1, C, carries -1.312; number 2, C, carries 0.126; number 3, O, carries -0.603; number 4, C, carries 0.674; number 5, C, carries -1.359; number 6, C, carries -1.299

Number 1: HOMO level -7.72 eV, orbital gap 7.257 eV, LUMO energy -0.462 eV. Number 2: HOMO level -9.62 eV, orbital gap 8.905 eV, LUMO energy -0.711 eV. Number 3: HOMO level -13.22 eV, orbital gap 6.230 eV, LUMO energy -6.986 eV. Number 4: HOMO level -9.21 eV, orbital gap 10.018 eV, LUMO energy 0.807 eV. Number 5: HOMO level -10.97 eV, orbital gap 11.834 eV, LUMO energy 0.868 eV. Number 6: HOMO level -9.08 eV, orbital gap 9.678 eV, LUMO energy 0.599 eV.